Density functional theory data (wB97M-V/def2-TZVPD) for a 3-piece molecular cluster, C15H24F2N4O7 overall in a non-equilibrium geometry.

Atoms and positions in Å:
N: 2.698385 -0.098831 -1.265658
C: 1.693530 0.357098 -0.451903
N: 1.350904 1.857657 -0.561942
N: 0.880544 -0.440240 0.537393
C: 1.203205 -1.915138 0.534521
C: 0.149838 -2.816561 -0.397317
C: -1.194691 -3.253047 0.492330
C: -2.603033 -3.048354 -0.333930
C: -3.238036 -1.541082 -0.219856
C: -4.575242 -1.311926 -1.142650
C: -4.889947 0.265643 -0.689867
N: -4.735164 0.160117 0.838660
C: -3.821773 -0.993029 1.210655
O: -3.600355 -1.356417 2.478506
H: 3.063175 0.716394 -1.838956
H: 1.676323 2.305628 0.328009
H: 0.291671 1.874524 -0.588064
H: -0.122900 -0.331247 0.248118
H: 2.315292 -2.187975 0.295502
H: 1.009743 -2.298682 1.648815
H: 0.721838 -3.811282 -0.708371
H: -0.187993 -2.228335 -1.354652
H: -1.105349 -4.408182 0.718239
H: -1.246838 -2.676099 1.530087
H: -3.445595 -3.811685 0.001064
H: -2.343414 -3.236364 -1.483825
H: -2.327373 -0.838647 -0.437532
H: -4.109437 -1.302668 -2.241484
H: -5.463468 -2.077527 -1.020000
H: -6.022094 0.609281 -0.805120
H: -4.091052 0.939901 -1.256932
H: -4.488818 1.064228 1.312101
C: 3.489342 -0.537082 3.162357
C: 3.113181 -1.529174 4.209235
O: 4.142293 -1.406338 5.164601
C: 4.564217 -0.114386 5.067069
O: 5.245953 0.448259 5.907626
O: 4.123534 0.477391 3.915083
F: 3.139965 -2.786727 3.713750
H: 4.196290 -0.941334 2.430105
H: 2.619045 -0.144138 2.629843
H: 2.145241 -1.335760 4.683789
C: 0.692246 5.083249 -3.021445
C: 0.345532 4.436586 -4.318871
O: 1.508181 3.709833 -4.645917
C: 2.074566 3.389558 -3.448710
O: 2.936520 2.538492 -3.305211
O: 1.553131 4.133451 -2.425870
F: 0.138821 5.364441 -5.280129
H: 1.228866 6.029286 -3.149677
H: -0.187507 5.260826 -2.397030
H: -0.511294 3.756417 -4.266539

Force components x, y, z for each atom (eV/Å):
-3.86 1.89 3.27
2.59 0.11 -2.74
-0.99 -2.66 1.22
1.50 0.15 -2.78
-0.77 -1.99 0.84
0.22 -0.24 0.78
-0.23 -0.32 -0.05
-0.25 0.10 -0.07
-0.51 -1.25 1.15
2.09 1.79 -0.94
-0.69 -1.30 0.41
2.61 -1.17 -0.50
0.41 0.13 4.16
-1.13 2.11 -7.67
-0.78 -0.93 1.08
-0.66 -0.48 -0.98
1.55 0.39 0.38
1.22 0.03 0.59
-2.19 1.08 0.17
0.48 0.82 -2.32
-1.32 2.23 0.47
0.85 -1.07 1.74
-0.16 2.41 -0.30
0.10 -1.20 -2.24
1.93 1.47 -0.66
-0.80 0.38 2.42
-2.01 -0.74 -0.03
-1.65 -0.15 2.15
2.08 1.61 -0.01
2.65 -0.64 -0.38
-1.83 -1.18 1.37
-0.47 -1.48 -0.35
-0.43 0.40 -1.21
-0.10 -0.75 -0.03
-0.16 0.85 -0.10
2.01 1.77 2.03
-1.63 -1.37 -2.09
0.34 -0.28 1.05
-0.18 -0.31 0.03
-0.11 -0.20 0.17
0.15 0.09 0.11
0.05 -0.20 -0.04
-0.39 0.79 0.85
-0.15 0.31 -0.77
-0.12 -0.26 0.83
2.47 -2.18 0.88
-2.01 2.13 -0.45
0.40 -0.59 -0.79
-0.22 0.02 -0.24
-0.12 -0.10 -0.25
0.21 -0.14 0.03
0.02 0.12 -0.18

Output
E_HOMO (eV): -9.7
Spin multiplicity: 1
Calculated total energy (Eh): -1531.2319
SMILES: [H]/N=C(\N)NCCCC[C@H]1CCNC1=O.O=C1OC[C@@H](F)O1.O=C1OC[C@@H](F)O1
ΔE to the lowest compared entry with this formula, charge and spin (eV): 3.709
LUMO level (Ha): -0.01216

What are the Mulliken partial charges on each atom? They are as follows, in elementary charge units: -0.694 0.150 -0.388 -0.173 -0.558 -0.547 -0.492 -0.803 0.493 -0.609 -0.378 -0.321 0.315 -0.597 0.354 0.271 0.251 0.205 0.363 0.181 0.288 0.293 0.277 0.346 0.349 0.265 -0.192 0.300 0.317 0.312 0.186 0.280 -0.043 0.367 -0.324 0.572 -0.534 -0.327 -0.289 0.229 0.007 0.325 -0.422 0.328 -0.286 0.654 -0.535 -0.285 -0.287 0.267 0.260 0.276

=====

Density functional theory data (wB97M-V/def2-TZVPD) for C15H24KNO5Si as an isolated structure in a non-equilibrium geometry.

Atoms and positions in Å:
K: 0.480742 0.299526 -0.641648
O: -1.712937 -6.521844 -3.197682
C: -0.590437 -5.964992 -3.201157
O: 0.469222 -6.315708 -3.758332
C: -0.527691 -4.626318 -2.427726
C: -1.649671 -4.139099 -1.765626
C: -1.555694 -2.956689 -1.056464
N: -0.426374 -2.250365 -0.934384
C: 0.655020 -2.705584 -1.586714
C: 0.630909 -3.866661 -2.355417
C: 1.948606 -1.874114 -1.455937
O: 2.661900 -1.803963 -2.465839
O: 2.113856 -1.294216 -0.340796
H: -2.570631 -4.703871 -1.818953
H: -2.427221 -2.553856 -0.546551
H: 1.516101 -4.187258 -2.884987
C: -2.242444 0.246516 2.030977
C: -1.118322 -0.731574 2.271204
O: 0.091743 0.003796 2.423001
C: 1.200736 -0.859565 2.664248
C: 2.456551 -0.026752 2.704715
H: -3.183839 -0.291264 1.883580
H: -2.053846 0.864128 1.146778
H: -2.362208 0.917525 2.886341
H: -1.011720 -1.430608 1.432901
H: -1.293561 -1.331609 3.174818
H: 1.266483 -1.606533 1.867716
H: 1.046537 -1.377030 3.621732
H: 2.701846 0.378121 1.722583
H: 3.305906 -0.646342 3.005372
H: 2.356905 0.794482 3.419055
C: -0.397123 1.839803 -3.501402
Si: -0.573026 3.148220 -2.137081
C: 1.203853 3.561169 -1.584472
C: -1.127048 4.707163 -3.056038
C: -1.513168 2.500320 -0.774811
H: 0.116729 2.220444 -4.390551
H: -1.383122 1.472474 -3.805857
H: 0.171339 0.965592 -3.163062
H: 1.782475 4.062573 -2.368459
H: 1.760566 2.657784 -1.307011
H: 1.184666 4.208698 -0.700196
H: -0.423701 4.963218 -3.859238
H: -1.197528 5.554447 -2.365276
H: -2.120678 4.560585 -3.492651
H: -2.508177 2.127253 -1.055703
H: -1.596825 3.169080 0.092000

Force components x, y, z for each atom (eV/Å):
-1.11 1.21 0.27
0.15 -0.03 0.05
-0.10 0.05 -0.28
-0.10 -0.04 0.13
0.05 0.02 0.08
-0.02 0.00 0.03
0.10 0.00 -0.02
0.02 -0.25 -0.15
0.00 -0.02 0.07
0.01 0.00 0.04
0.06 -0.26 0.00
0.04 -0.01 0.08
0.88 -0.94 -0.07
-0.01 0.00 -0.01
0.00 0.04 0.02
0.01 0.00 0.01
-0.18 0.08 0.01
0.19 0.10 -0.09
0.07 -0.22 -0.03
-0.21 0.09 -0.08
0.27 0.04 0.05
0.05 0.00 0.00
0.04 -0.07 0.03
0.02 -0.05 0.00
-0.02 0.01 -0.02
-0.02 0.00 0.08
0.04 0.01 -0.02
-0.01 -0.01 0.06
-0.12 -0.03 -0.01
-0.06 0.00 0.00
-0.03 -0.02 -0.01
0.04 -0.07 -0.05
0.13 -0.17 0.08
0.08 0.00 0.02
0.00 0.27 -0.24
-0.29 0.12 0.11
-0.05 -0.01 0.02
0.05 0.03 -0.01
-0.05 0.07 -0.16
-0.03 0.00 0.05
0.00 0.12 -0.03
0.01 -0.01 -0.07
-0.09 0.09 0.00
0.03 -0.02 -0.04
0.05 0.00 -0.01
0.06 -0.04 0.07
0.02 -0.09 0.02

Output
E_HOMO (eV): -1.3
Spin multiplicity: 1
Calculated total energy (Eh): -1906.4524
ΔE to the lowest compared entry with this formula, charge and spin (eV): 0.265
LUMO level (Ha): 0.15240
Total charge: -2

What are the Mulliken partial charges on each atom? They are as follows, in elementary charge units: 0.837 -0.751 0.456 -0.731 0.192 -0.829 -0.270 0.015 0.649 -0.556 -0.019 -0.760 -0.730 0.417 0.410 0.509 -0.976 0.022 -0.357 -0.069 -1.212 0.363 -0.050 0.365 0.068 0.373 0.185 0.366 0.215 0.362 0.360 -0.888 0.463 -0.979 -1.093 -0.974 0.261 0.253 0.198 0.266 0.267 0.260 0.226 0.254 0.256 0.218 0.156

=====

| no. | gap between HOMO and LUMO (eV) |
| --- | --- |
| 1 | 9.32 |
| 2 | 5.44 |